Record 1
ORCA calculation (wB97M-V/def2-TZVPD) on a molecular structure, C20H15BBeBr3Cl4F8MgN2O12S in a non-equilibrium geometry.

Geometry as XYZ:
```
68
Properties=species:S:1:pos:R:3:mulliken_charge:R:1
O -2.477 1.358 7.556 -0.3958
C -2.975 0.311 7.325 0.2344
O -3.764 -0.416 8.254 -0.3039
S -2.839 -1.139 9.466 1.1254
O -2.016 -0.169 10.167 -0.4664
O -3.786 -1.711 10.406 -0.6110
C -1.708 -2.492 8.886 0.6589
F -1.002 -2.935 9.971 -0.1916
F -2.366 -3.573 8.414 -0.1464
F -0.784 -2.017 7.992 -0.1770
C -2.783 -0.322 5.896 0.4809
C -3.691 -1.317 5.280 -0.9220
C -3.305 -1.823 3.927 -0.0230
N -2.161 -1.399 3.278 -0.1601
C -1.323 -0.479 3.849 0.4031
C 0.003 0.000 3.170 -0.5746
O 0.117 -0.428 1.809 -0.1796
O 1.451 -0.805 1.646 -0.4277
C -1.603 0.104 5.177 -0.7338
H -4.594 -1.650 5.845 0.5467
H -3.975 -2.568 3.452 0.9208
H -1.942 -1.822 2.331 0.3223
H 0.835 -0.389 3.828 0.3917
H 0.021 1.128 3.229 0.3653
H 2.019 -0.061 1.948 0.3551
H -0.902 0.851 5.626 0.4368
C 3.326 1.270 -2.878 -0.4249
C 2.688 0.701 -3.899 0.1975
C 1.881 -0.522 -3.717 0.3159
O 1.302 -1.034 -4.657 -0.4910
C 1.805 -1.097 -2.356 -0.7205
C 2.443 -0.531 -1.332 -0.2469
C 3.251 0.696 -1.514 0.2813
O 3.829 1.212 -0.580 -0.5434
H 3.921 2.167 -2.995 0.4713
H 2.729 1.102 -4.904 0.3755
H 1.208 -1.993 -2.242 0.5116
H 2.401 -0.935 -0.331 0.4020
C 1.418 -3.532 -7.913 0.3153
Cl 1.161 -1.782 -8.087 -0.0666
Cl 2.177 -4.163 -9.382 -0.0792
Cl 2.473 -3.842 -6.523 -0.0847
Cl -0.142 -4.334 -7.661 -0.1003
F -4.976 -1.387 2.126 -0.6567
Mg -6.374 -1.576 3.712 1.2181
B 4.945 4.987 -7.039 0.4527
O 4.072 5.089 -5.837 -0.3867
C 3.423 3.967 -5.737 0.7662
O 2.610 3.693 -4.873 -0.5715
C 3.812 3.061 -6.845 0.8097
O 3.355 1.927 -7.003 -0.6763
O 4.682 3.625 -7.604 -0.3418
F 6.288 5.106 -6.677 -0.3153
F 4.599 5.969 -7.973 -0.3175
F -2.119 1.043 12.029 -0.3756
Be 1.165 2.222 -6.589 0.8640
C -1.489 -5.421 1.226 -0.4832
Br -1.598 -3.728 2.168 0.1828
Br -2.796 -5.534 -0.194 -0.0054
Br 0.301 -5.769 0.589 -0.0010
H -1.730 -6.198 1.945 0.3899
F -2.519 -2.974 6.431 -0.7281
C -1.807 5.515 -6.998 -0.8411
C -0.396 5.111 -6.817 0.4391
N 0.706 4.805 -6.670 -0.3556
H -2.166 5.175 -7.969 0.3035
H -2.421 5.072 -6.214 0.2918
H -1.890 6.600 -6.946 0.2961
```

* orbital gap: 0.80 eV
* total energy: -347824.9347 eV
* net charge: +1
* HOMO: -8.99 eV



Record 2
ORCA calculation (wB97M-V/def2-TZVPD) on 2 unconnected molecules or ions with the total composition C3H5ClO in a non-equilibrium geometry.

Geometry as XYZ:
```
10
Properties=species:S:1:pos:R:3:mulliken_charge:R:1
C -0.602 0.904 -0.379 -0.1875
C 0.118 -0.110 0.626 -0.5658
C 1.262 -0.787 0.015 -0.1681
H -2.040 -0.978 -0.225 0.3231
H -0.034 1.514 -1.102 0.3373
H -0.797 1.807 0.181 0.2654
H -0.214 -0.705 1.575 0.3704
H 1.582 -0.737 -0.981 0.3968
O -1.736 0.502 -0.901 -0.5818
Cl 2.461 -1.409 1.190 -0.1897
```

* ΔE to the lowest compared entry with this formula, charge and spin: 616.6 kJ/mol
* orbital gap: 7.74 eV
* total energy: -17755.3875 eV
* HOMO: -9.25 eV



Record 3
ORCA calculation (wB97M-V/def2-TZVPD) on a molecular structure, C9H9I2NO2 in a non-equilibrium geometry.

Geometry as XYZ:
```
23
Properties=species:S:1:pos:R:3:mulliken_charge:R:1
C 3.128 -1.454 0.927 -0.4300
C 2.239 -1.005 1.889 -0.6294
C 2.960 -1.077 -0.395 -0.5386
C 1.187 -0.182 1.537 -0.3111
C 1.914 -0.244 -0.746 -0.4353
C 1.011 0.216 0.212 0.9156
C -0.045 1.138 -0.188 -0.1686
C -1.122 1.461 0.520 -1.0602
C -3.232 -0.046 -0.290 -0.4579
N -2.951 0.413 -1.458 0.6833
O -3.397 1.434 -1.972 -0.5947
O -1.987 -0.275 -2.164 -0.4183
I -2.396 -1.834 0.342 0.2049
I -4.751 0.927 0.728 0.1832
H 3.953 -2.091 1.212 0.3718
H 2.371 -1.292 2.922 0.3846
H 3.649 -1.425 -1.150 0.3753
H 0.512 0.172 2.300 0.2611
H 1.792 0.054 -1.778 0.3247
H -1.813 0.241 -2.970 0.3392
H 0.094 1.588 -1.165 0.3027
H -1.810 2.220 0.183 0.4043
H -1.306 1.060 1.504 0.2934
```

* orbital gap (alpha / beta): 5.76 / 6.40 eV
* total energy: -31257.7928 eV
* <S²>: 2.011
* HOMO (alpha / beta): -5.87 / -8.65 eV
* multiplicity: 3



Record 4
ORCA calculation (wB97M-V/def2-TZVPD) on a gas-phase ion, C4H8NO3 (charge -1) in a non-equilibrium geometry.

Geometry as XYZ:
```
16
Properties=species:S:1:pos:R:3:mulliken_charge:R:1
O 0.841 -0.276 -2.428 -0.5584
C 0.451 0.297 -1.414 -0.0801
C 0.027 -0.615 -0.349 0.2518
C 1.113 -0.813 0.706 -0.8023
O 2.346 -1.290 0.169 -0.5265
N -1.163 -0.014 0.276 -0.2539
C -1.341 1.134 1.371 -0.2756
O -2.510 1.509 1.251 -0.7704
H 0.444 1.400 -1.319 0.3660
H -0.459 -1.494 -0.810 0.2138
H 1.122 0.175 1.154 0.3072
H 0.865 -1.393 1.545 0.4365
H 2.983 -0.505 0.280 0.3262
H -1.989 -0.079 -0.285 0.1868
H -0.483 1.889 1.322 0.0968
H -1.249 0.536 2.359 0.0821
```

* ΔE to the lowest compared entry with this formula, charge and spin: 507.0 kJ/mol
* orbital gap: 6.17 eV
* total energy: -11908.0398 eV
* net charge: -1
* HOMO: -2.76 eV
* SMILES: O=C[C@@H](CO)NC[O-]